Entry 1:
{
  "formula": "C50H128BF10N8O22S2",
  "method": "ωB97M-V/def2-TZVPD",
  "charge": 5,
  "lumo_energy_ev": -10.512,
  "gap_ev": 6.33,
  "symbols": ["C", "O", "C", "C", "N", "H", "H", "C", "C", "O", "C", "H", "H", "H", "H", "H", "H", "H", "H", "H", "H", "H", "H", "H", "H", "C", "O", "C", "C", "N", "H", "H", "C", "C", "O", "C", "H", "H", "H", "H", "H", "H", "H", "H", "H", "H", "H", "H", "H", "H", "C", "O", "C", "C", "N", "H", "H", "C", "C", "O", "C", "H", "H", "H", "H", "H", "H", "H", "H", "H", "H", "H", "H", "H", "H", "C", "O", "C", "C", "N", "H", "H", "C", "C", "O", "C", "H", "H", "H", "H", "H", "H", "H", "H", "H", "H", "H", "H", "H", "H", "C", "O", "C", "C", "N", "H", "H", "C", "C", "O", "C", "H", "H", "H", "H", "H", "H", "H", "H", "H", "H", "H", "H", "H", "H", "C", "O", "C", "C", "N", "H", "H", "C", "C", "O", "C", "H", "H", "H", "H", "H", "H", "H", "H", "H", "H", "H", "H", "H", "H", "C", "O", "C", "C", "N", "H", "H", "C", "C", "O", "C", "H", "H", "H", "H", "H", "H", "H", "H", "H", "H", "H", "H", "H", "H", "C", "O", "C", "C", "N", "H", "H", "C", "C", "O", "C", "H", "H", "H", "H", "H", "H", "H", "H", "H", "H", "H", "H", "H", "H", "C", "F", "F", "F", "S", "O", "O", "O", "C", "F", "F", "F", "S", "O", "O", "O", "B", "F", "F", "F", "F"],
  "coordinates": [[7.7400, -2.0238, -3.2403], [7.9680, -0.6104, -3.2136], [9.2177, -0.2077, -2.6089], [9.0989, 1.3065, -2.3689], [7.9752, 1.6246, -1.4026], [7.1432, 1.2643, -1.8475], [8.1273, 1.0560, -0.5818], [7.6011, 3.1179, -0.9989], [6.3252, 3.0347, -0.2275], [5.4756, 2.0574, -0.8614], [4.1112, 2.1556, -0.3899], [7.6615, -2.4359, -2.2343], [8.5246, -2.6596, -3.6502], [6.8933, -2.2780, -3.8780], [9.7666, -0.5427, -3.4890], [9.4866, -0.8270, -1.7532], [8.9497, 1.8454, -3.3045], [10.0744, 1.6578, -2.0326], [7.4672, 3.6754, -1.9259], [8.4891, 3.3771, -0.4224], [5.9091, 4.0421, -0.2438], [6.5384, 2.7306, 0.7973], [3.3976, 1.5454, -0.9437], [3.6888, 3.1209, -0.6691], [4.0128, 2.0801, 0.6930], [-1.3548, 5.6178, -4.5574], [0.0677, 5.4429, -4.6069], [0.4998, 4.1032, -4.6760], [0.3992, 3.4784, -3.2763], [1.2525, 4.0320, -2.2117], [1.2218, 3.2919, -1.5250], [2.1919, 4.1380, -2.5671], [0.8465, 5.3722, -1.6230], [1.5127, 5.6280, -0.3244], [2.9253, 5.3645, -0.3325], [3.4113, 5.0002, 0.9462], [-1.7630, 5.2087, -3.6332], [-1.8349, 5.1869, -5.4360], [-1.6354, 6.6689, -4.4895], [1.5445, 4.1318, -4.9856], [-0.0312, 3.5326, -5.4379], [0.6511, 2.4202, -3.3459], [-0.6476, 3.4511, -2.9740], [-0.2402, 5.3337, -1.5471], [1.0954, 6.1805, -2.3106], [1.0291, 4.8759, 0.2988], [1.2309, 6.6168, 0.0376], [4.4856, 4.8162, 0.9539], [3.0537, 4.0214, 1.2658], [3.2388, 5.7374, 1.7304], [-4.3229, -2.0252, 2.1565], [-3.6053, -2.4383, 1.0401], [-2.1599, -2.4649, 0.9608], [-1.7009, -3.7043, 1.8151], [-2.0260, -4.9933, 1.0769], [-3.0330, -5.0626, 1.1131], [-1.9775, -4.8604, 0.0768], [-1.3927, -6.2563, 1.6452], [-2.0305, -7.5042, 1.0545], [-1.6389, -7.5132, -0.3328], [-1.9595, -8.7832, -0.8637], [-5.3282, -2.4291, 2.0366], [-4.5272, -0.9684, 1.9851], [-3.8428, -2.2552, 3.1077], [-1.8124, -1.5463, 1.4335], [-1.7622, -2.4557, -0.0540], [-2.1455, -3.7434, 2.8095], [-0.6265, -3.7423, 1.9948], [-1.6344, -6.3213, 2.7061], [-0.3188, -6.3104, 1.4666], [-3.1177, -7.4404, 1.0987], [-1.8347, -8.4102, 1.6279], [-1.3750, -9.5741, -0.3935], [-1.7412, -8.8080, -1.9313], [-2.9905, -9.0732, -0.6611], [4.9163, -2.1339, 0.5628], [5.0747, -1.2431, 1.6828], [3.9164, -0.6004, 2.1360], [4.1381, 0.4420, 3.2606], [4.4998, -0.3737, 4.4851], [3.6352, -0.8746, 4.6322], [5.1745, -1.0978, 4.2839], [4.9759, 0.2704, 5.7693], [3.9181, 1.2406, 6.4482], [2.7235, 0.6191, 6.9728], [1.5209, 1.3498, 6.5562], [4.6016, -1.7621, -0.4123], [4.2666, -2.9180, 0.9516], [5.8992, -2.5826, 0.4189], [3.0740, -1.2716, 2.3034], [3.4608, -0.0842, 1.2909], [3.2518, 1.0262, 3.5083], [4.9821, 1.0312, 2.9021], [5.9268, 0.7656, 5.5727], [5.2361, -0.4926, 6.5030], [3.7026, 1.9648, 5.6626], [4.4592, 1.7808, 7.2252], [0.5965, 0.8311, 6.8104], [1.4720, 1.4088, 5.4689], [1.5179, 2.3020, 7.0866], [-8.0030, 1.1794, 2.3149], [-7.1092, 1.4890, 1.3052], [-6.1545, 2.4451, 1.6506], [-4.9672, 2.2876, 0.6646], [-5.5501, 2.3072, -0.7998], [-6.3281, 1.6676, -0.7238], [-6.0217, 3.1270, -1.1541], [-4.6232, 1.8150, -1.8709], [-5.2974, 0.5311, -2.4026], [-5.4274, -0.4182, -1.4606], [-6.1095, -1.6534, -1.8228], [-8.5442, 0.3256, 1.9070], [-8.7086, 1.9402, 2.6487], [-7.4119, 0.8155, 3.1553], [-5.8906, 2.3401, 2.7030], [-6.5102, 3.4693, 1.5392], [-4.7563, 1.2182, 0.6725], [-4.1112, 2.9566, 0.7521], [-3.6158, 1.6200, -1.5030], [-4.5292, 2.5992, -2.6221], [-4.6378, 0.0955, -3.1531], [-6.2397, 0.8474, -2.8498], [-7.1913, -1.5387, -1.8903], [-5.9341, -2.3824, -1.0317], [-5.6478, -2.1125, -2.6970], [-1.6837, -3.1898, -8.0098], [-1.9808, -1.9317, -7.3574], [-3.2673, -1.9414, -6.6955], [-3.0575, -1.1604, -5.4621], [-1.8913, -1.8476, -4.7103], [-2.1022, -2.8350, -4.7358], [-0.9679, -1.8865, -5.1178], [-1.8121, -1.3606, -3.1849], [-1.0569, -0.0381, -3.0270], [0.1454, -0.0059, -3.7931], [1.2230, -0.6926, -3.1752], [-0.8981, -2.9442, -8.7244], [-2.5075, -3.6244, -8.5761], [-1.4288, -3.9180, -7.2399], [-3.5465, -2.9647, -6.4445], [-3.9608, -1.4832, -7.4006], [-3.8972, -1.1966, -4.7681], [-2.6994, -0.1621, -5.7133], [-1.2016, -2.0061, -2.5534], [-2.7989, -1.3679, -2.7221], [-0.8272, 0.3047, -2.0181], [-1.6629, 0.7386, -3.4935], [2.1728, -0.6828, -3.7098], [1.0535, -1.7598, -3.0318], [1.3614, -0.2485, -2.1894], [0.6059, 5.1244, 4.3880], [0.0663, 6.3889, 4.5600], [-1.0036, 6.7033, 3.7352], [-2.2169, 5.6752, 3.8702], [-2.7215, 5.6231, 5.2881], [-1.9656, 5.6351, 5.9578], [-3.2370, 6.4785, 5.4390], [-3.7269, 4.4156, 5.3973], [-4.9691, 4.7524, 4.5326], [-5.2392, 6.1995, 4.5249], [-6.4906, 6.3825, 3.9603], [0.5354, 4.7179, 3.3791], [0.1310, 4.4887, 5.1353], [1.6804, 5.1623, 4.5668], [-0.6455, 6.7843, 2.7089], [-1.4026, 7.6974, 3.9369], [-1.8726, 4.6416, 3.8357], [-2.9219, 5.7895, 3.0468], [-4.1824, 4.4305, 6.3875], [-3.1943, 3.5091, 5.1101], [-5.7696, 4.1196, 4.9158], [-4.9864, 4.3733, 3.5108], [-6.5748, 7.4516, 3.7653], [-7.1610, 6.1368, 4.7839], [-6.6691, 5.8048, 3.0535], [1.9701, -10.0446, -4.0303], [2.3353, -8.6742, -4.0640], [1.4577, -7.7451, -4.6912], [0.2740, -7.3282, -3.8338], [0.5892, -6.3016, -2.7111], [1.0385, -5.5029, -3.1358], [-0.2757, -5.9416, -2.3337], [1.4700, -6.6980, -1.5463], [1.8944, -5.4590, -0.7269], [0.9013, -4.4499, -0.7411], [1.3353, -3.2548, -0.0751], [1.9755, -10.4485, -5.0427], [0.9716, -10.1110, -3.5984], [2.6562, -10.6261, -3.4144], [1.0540, -8.0036, -5.6701], [2.0937, -6.8941, -4.9350], [-0.2804, -8.1346, -3.3536], [-0.4297, -6.7597, -4.4418], [2.3569, -7.3067, -1.7220], [0.9090, -7.3034, -0.8343], [2.8433, -5.0562, -1.0811], [2.2276, -5.8020, 0.2526], [1.5833, -3.4763, 0.9630], [0.4685, -2.5962, -0.1291], [2.2408, -2.8425, -0.5203], [-0.6821, -1.6796, 5.0664], [-1.6649, -2.5364, 5.1823], [-0.6895, -1.1280, 3.8263], [-0.8549, -0.8161, 6.0495], [1.0227, -2.6479, 5.2824], [1.9937, -1.5625, 4.9613], [1.0599, -3.1632, 6.6605], [0.9217, -3.7121, 4.2689], [-1.1059, 1.5403, 1.4937], [-1.1552, 1.2272, 2.7516], [-1.9575, 0.7822, 0.8430], [-1.4038, 2.8256, 1.5215], [0.7038, 1.2596, 0.8153], [1.7062, 1.7891, 1.8133], [0.8308, -0.1972, 0.6246], [0.7526, 2.0296, -0.4565], [-3.0755, 5.3705, -0.4708], [-4.3844, 5.3569, 0.0320], [-2.6641, 4.0885, -0.8538], [-2.9763, 6.2976, -1.4967], [-2.3235, 5.7115, 0.6084]]
}

---

Entry 2:
{
  "formula": "C23H41AuBBrN7SbSi3",
  "method": "ωB97M-V/def2-TZVPD",
  "spin_multiplicity": 3,
  "charge": 2,
  "s2": 2.010,
  "lumo_energy_ev": [-5.246, -8.661],
  "gap_ev": [8.01, 5.51],
  "symbols": ["Au", "C", "C", "N", "N", "C", "B", "N", "C", "C", "C", "N", "N", "C", "C", "C", "N", "H", "H", "H", "H", "H", "H", "H", "H", "H", "H", "Br", "C", "C", "C", "C", "N", "C", "H", "H", "H", "H", "C", "Si", "C", "C", "Sb", "Si", "C", "C", "C", "Si", "C", "C", "C", "H", "H", "H", "H", "H", "H", "H", "H", "H", "H", "H", "H", "H", "H", "H", "H", "H", "H", "H", "H", "H", "H", "H", "H", "H", "H", "H"],
  "coordinates": [[0.2354, 0.0937, 0.1059], [-3.7519, 2.1595, 0.5391], [-2.3974, 2.2427, 0.2258], [-1.8345, 1.0401, 0.3330], [-2.7908, 0.1711, 0.7200], [-3.9556, 0.8268, 0.8454], [-2.4936, -1.3027, 1.0915], [-1.8459, -2.0192, -0.1271], [-2.1734, -3.2143, -0.6358], [-1.2015, -3.5969, -1.5441], [-0.2835, -2.5538, -1.5353], [-0.6945, -1.6057, -0.6910], [-1.4744, -1.3831, 2.2559], [-1.6506, -1.8960, 3.4872], [-0.4377, -1.8913, 4.1450], [0.4591, -1.3496, 3.2219], [-0.1776, -1.0458, 2.0920], [-4.4769, 2.9547, 0.5485], [-1.8086, 3.0978, -0.0634], [-4.8494, 0.3042, 1.1443], [-3.5037, -1.8570, 1.3995], [-3.0682, -3.7204, -0.3130], [-1.1582, -4.5091, -2.1129], [0.6378, -2.4367, -2.0832], [-2.6231, -2.2221, 3.8186], [-0.2238, -2.2493, 5.1368], [1.5179, -1.1670, 3.3206], [4.0460, 4.5533, 0.1605], [2.7766, 3.5275, 1.0898], [2.4327, 3.8272, 2.3979], [1.4915, 3.0303, 3.0278], [0.9348, 1.9671, 2.3456], [1.2766, 1.6874, 1.0780], [2.1736, 2.4605, 0.4535], [2.8890, 4.6650, 2.9081], [1.1930, 3.2260, 4.0480], [0.2069, 1.3148, 2.8067], [2.4100, 2.2138, -0.5711], [2.7366, 1.6216, -5.3971], [2.8386, 0.8306, -3.7308], [2.8530, -1.0210, -3.6651], [3.9962, 1.6630, -2.5551], [0.2594, 1.2308, -2.7737], [-0.4035, 3.7908, -2.9274], [-2.2565, 3.9563, -2.9713], [0.3428, 4.4071, -4.5193], [0.3649, 4.6256, -1.4488], [-1.3070, 0.0801, -4.5925], [-3.0051, 0.5492, -3.9934], [-1.0776, -1.7602, -4.6625], [-0.8595, 0.8670, -6.2189], [3.7196, 1.5574, -5.8767], [2.4730, 2.6764, -5.3267], [2.0164, 1.1262, -6.0457], [3.8388, -1.3979, -3.9563], [2.1205, -1.4499, -4.3500], [2.6493, -1.3761, -2.6542], [5.0015, 1.6494, -2.9902], [4.0533, 1.1452, -1.5964], [3.7367, 2.7087, -2.3837], [-2.6365, 3.7773, -3.9780], [-2.5211, 4.9830, -2.7011], [-2.7747, 3.2873, -2.2846], [0.0290, 3.8142, -5.3786], [1.4332, 4.4238, -4.4849], [0.0033, 5.4338, -4.6878], [0.1278, 4.1204, -0.5102], [-0.0202, 5.6474, -1.3768], [1.4512, 4.6926, -1.5404], [-3.1366, 0.3247, -2.9322], [-3.7573, -0.0170, -4.5508], [-3.2080, 1.6083, -4.1492], [-1.5799, -2.2564, -3.8329], [-0.0326, -2.0726, -4.6677], [-1.5313, -2.1176, -5.5921], [-0.7689, 1.9514, -6.1635], [-1.6536, 0.6385, -6.9369], [0.0667, 0.4592, -6.6244]]
}

---

Which formula does entry 2 have?
C23H41AuBBrN7SbSi3

---

Which formula does entry 2 have?
C23H41AuBBrN7SbSi3

---

Which formula does entry 1 have?
C50H128BF10N8O22S2